Record 1
102
Properties=species:S:1:pos:R:3:forces:R:3 method="wB97M-V/def2-TZVPD" multiplicity=2 homo_lumo_gap_ev="7.01 / 7.00" total_charge=0 s_squared=0.751
Yb -0.3816 0.0101 0.0440 0.43 -0.49 -0.22
C 3.1240 0.8115 -3.0334 -0.78 -0.31 -0.06
Sb 1.3199 1.7265 -2.3199 0.26 0.38 0.34
C 0.3591 1.6453 -4.1972 -0.10 1.78 -0.55
C 2.1047 3.8079 -2.2291 0.08 -1.22 1.02
C 1.0625 4.7972 -2.5013 -1.52 0.40 -0.88
C 0.7872 5.1000 -3.8637 1.29 0.40 1.08
C 0.0212 6.1803 -4.2175 -0.50 0.60 -0.18
C -0.6303 6.8719 -3.2106 -0.56 -0.66 0.28
C -0.6447 6.3973 -1.9152 0.52 0.02 -0.83
C 0.2246 5.3855 -1.5323 0.31 0.17 0.15
C 0.2698 5.0917 -0.0810 -0.41 -0.35 0.90
Sb -0.8242 3.3167 0.5571 0.97 -0.19 0.58
C -0.7018 3.9869 2.6355 -1.73 0.27 -0.97
C -2.7037 3.8913 -0.1380 -1.00 -0.01 -0.49
H 3.3149 0.9982 -4.0992 -0.14 -0.13 0.38
H 2.9714 -0.2481 -2.8080 0.30 0.05 -0.39
H 3.9251 1.1764 -2.4326 0.79 0.24 0.37
H 1.1407 1.5681 -4.9706 -0.56 -0.06 0.21
H -0.3606 2.4690 -4.4289 0.88 -0.28 0.30
H -0.2749 0.8066 -4.1428 -0.39 -1.41 -0.22
H 2.8684 3.7986 -2.9999 0.29 0.23 0.17
H 2.5211 3.8727 -1.1917 -0.07 0.05 -0.99
H 1.4381 4.6345 -4.5742 0.02 -0.39 -0.57
H -0.1174 6.5539 -5.2363 0.35 -0.45 0.23
H -1.2146 7.7222 -3.4313 -0.61 0.82 -0.38
H -1.2907 6.8444 -1.1897 -0.16 0.33 0.39
H -0.2224 5.8835 0.5633 0.88 -0.72 -0.90
H 1.2748 4.8526 0.2639 0.10 0.38 0.19
H -0.7211 5.0966 2.6173 -0.22 -0.75 0.34
H 0.1969 3.6324 3.0587 1.17 -0.32 0.40
H -1.5382 3.5014 3.1767 0.34 0.65 -0.15
H -2.6209 4.0943 -1.2238 0.11 0.45 0.61
H -3.1887 4.6918 0.4469 0.27 -0.22 -0.51
H -3.3337 2.9999 -0.1332 -0.07 0.10 0.26
C -3.1353 -6.4922 3.8638 -1.23 0.07 0.20
C -1.8918 -6.1748 4.3355 0.95 -0.24 0.13
C -1.2537 -5.0244 3.8791 -0.73 1.23 -0.97
C -1.9040 -4.1065 3.0021 -0.93 -2.03 0.41
C -3.2355 -4.4131 2.6327 -0.73 0.32 -0.06
C -3.8457 -5.5869 3.0561 1.05 0.13 0.65
P -1.1269 -2.6681 2.2623 0.54 0.55 -0.31
C -1.3900 -3.0448 0.4432 0.78 -0.87 0.39
C -0.6154 -4.1208 -0.0807 -0.38 0.12 0.59
C -0.8156 -4.5890 -1.3578 -0.15 0.89 -0.21
C -1.6971 -3.8933 -2.2198 0.25 -0.30 0.78
C -2.4830 -2.8610 -1.7150 1.20 -0.31 -0.30
C -2.2978 -2.4405 -0.4107 -0.02 -0.93 0.54
C -2.3610 -1.3589 2.5631 1.40 0.30 -1.35
C -3.2926 -1.3701 3.5625 0.17 -1.85 1.04
C -4.1750 -0.3460 3.6673 -2.18 0.46 1.32
C -4.0432 0.7519 2.8548 0.55 -0.87 0.39
C -3.0066 0.8268 1.9443 -0.53 -0.82 0.10
C -2.1598 -0.2510 1.6843 0.56 0.12 0.76
H -3.5972 -7.3980 4.2629 -0.10 0.26 -0.36
H -1.4192 -6.8684 5.0513 -0.04 0.56 -0.49
H -0.2615 -4.7714 4.1847 0.54 -0.02 0.25
H -3.9037 -3.7018 2.0665 1.20 -0.68 0.47
H -4.8877 -5.7121 2.8788 -0.57 -0.38 -0.38
H 0.1271 -4.6824 0.4936 -0.27 0.52 0.32
H -0.1817 -5.4310 -1.6371 -0.38 0.23 -0.51
H -1.6860 -4.1542 -3.2517 -0.40 -0.10 -0.66
H -3.1343 -2.2325 -2.2910 -0.32 -0.42 -0.55
H -2.9758 -1.7217 -0.0427 -0.49 0.92 0.47
H -3.3673 -2.2056 4.2880 0.09 0.42 -0.71
H -5.0424 -0.4513 4.3847 1.16 0.38 -0.77
H -4.7251 1.5283 2.9667 -1.10 1.43 0.02
H -3.0304 1.7192 1.3815 0.44 0.82 -0.80
N 5.4749 1.6212 4.6624 0.95 0.61 -1.73
C 4.1617 1.3833 4.8508 -0.46 0.25 0.28
O 3.6722 1.4124 5.9635 -0.01 -0.35 -0.21
C 3.3030 1.1219 3.6316 -0.17 0.41 -0.24
C 3.7225 0.9357 2.2898 -0.55 -0.72 0.93
C 2.7325 0.6787 1.3530 -0.24 0.03 1.89
N 1.3979 0.6218 1.6627 1.33 0.34 -2.58
C 1.0403 0.8958 2.8621 -1.16 0.37 3.49
C 1.9548 1.1414 3.9020 -0.27 -0.38 0.27
H 5.9497 1.9289 5.4811 0.30 0.14 0.58
H 5.8010 2.0885 3.7997 -0.44 -0.74 0.76
H 4.7745 0.7316 2.0736 -0.36 0.48 -0.24
H 3.0366 0.4088 0.3923 0.01 -0.37 -1.53
H -0.0369 0.8781 3.1607 0.79 -0.10 -0.71
H 1.6480 1.2134 4.9596 0.01 0.20 -0.82
N -1.9402 0.6475 -1.3916 -0.88 -0.28 -2.19
C -2.2333 0.2304 -2.4707 -0.25 -0.09 -0.33
N -2.6599 -0.1419 -3.6421 0.32 2.00 2.57
C -2.1869 -1.1480 -4.3124 -0.19 -0.64 -0.14
N -1.9580 -2.0806 -4.9485 0.55 -0.49 -0.56
O 0.2763 -1.1498 -1.9795 0.13 -0.33 0.35
C 1.1969 -1.7435 -1.3342 0.18 -0.26 -1.73
O 1.3987 -1.4554 -0.1425 0.18 0.31 1.68
C 2.1265 -2.7112 -2.0295 -0.51 0.72 0.29
C 1.8656 -2.9919 -3.3530 0.42 -1.08 -1.16
C 2.7172 -3.9090 -4.0138 -0.12 0.24 0.05
C 3.7945 -4.4980 -3.3540 -0.09 1.12 0.86
C 4.0839 -4.1086 -2.0204 0.18 -0.93 -0.65
C 3.2465 -3.2381 -1.3599 -0.79 -0.02 -0.35
H 1.0034 -2.5934 -3.9218 0.55 -0.05 0.73
H 2.5198 -4.1177 -5.0647 0.07 -0.15 0.26
H 4.4767 -5.1879 -3.8246 -0.12 -0.11 -0.29
H 4.9498 -4.5822 -1.5312 -0.52 0.42 -0.11
H 3.3499 -3.0052 -0.3158 0.24 0.15 0.23


Record 2
17
Properties=species:S:1:pos:R:3:forces:R:3 method="wB97M-V/def2-TZVPD" smiles="NC=O.CCC" homo_lumo_gap_ev=11.08 total_charge=0
C 0.8410 1.7272 0.0725 -0.24 -0.38 0.03
C 1.0568 0.3958 -0.6409 0.70 0.56 -0.21
C 0.0427 0.2156 -1.7609 0.23 -0.63 0.15
H -0.2132 1.8018 0.3275 -0.17 0.10 0.27
H 1.4190 1.7713 0.9977 0.02 0.26 -0.17
H 1.0476 2.5677 -0.5921 0.23 0.03 0.13
H 2.0707 0.3949 -1.0639 -0.14 -0.01 -0.10
H 1.0918 -0.4038 0.0881 -0.34 -0.18 0.01
H 0.1694 -0.7486 -2.2631 0.07 0.13 -0.10
H 0.1975 1.0133 -2.4868 -0.28 -0.02 -0.11
H -0.9847 0.2276 -1.3864 0.04 0.25 -0.02
C -0.4765 -1.4821 1.6110 -0.29 -0.37 -0.04
N -1.8128 -1.6174 1.3863 -0.37 0.27 -0.21
O 0.0149 -0.7906 2.4647 0.12 0.12 0.12
H 0.1027 -2.1418 0.9426 0.13 0.06 0.05
H -2.4458 -0.9510 1.8037 0.17 0.00 0.18
H -2.1211 -1.9800 0.4999 0.13 -0.17 0.01


Record 3
73
Properties=species:S:1:pos:R:3:forces:R:3 method="wB97M-V/def2-TZVPD" homo_lumo_gap_ev=5.56 total_charge=+3
Ta 0.9210 -0.1633 -0.3819 3.59 1.07 2.80
C 1.8686 4.3632 -0.7456 0.00 0.05 -0.03
C 1.4335 3.0010 -0.3355 0.20 0.08 -0.12
N 1.7998 1.9432 -0.9670 -0.43 -0.86 0.37
N 2.5514 2.0892 -2.0936 0.16 0.14 -0.31
C 3.0828 1.0251 -2.7222 -0.07 -0.14 0.18
N 3.8248 1.2330 -3.7923 0.05 -0.02 0.02
S 2.8098 -0.5469 -2.1478 -0.22 0.05 0.37
C 0.5100 2.7635 0.7779 -0.14 0.08 0.31
C 0.0845 3.7610 1.6366 0.17 -0.02 -0.16
C -0.8135 3.4639 2.6558 -0.08 -0.27 -0.01
C -1.2993 2.1722 2.7519 0.03 0.26 0.09
C -0.8408 1.2215 1.8587 -0.07 -0.22 -0.02
N 0.0683 1.4884 0.9137 -0.24 -0.34 -0.52
H 1.3282 4.6659 -1.6494 -0.03 -0.03 0.01
H 2.9397 4.3890 -0.9576 0.00 -0.01 0.06
H 1.6759 5.1074 0.0164 0.00 0.04 0.01
H 2.6893 3.0184 -2.4643 -0.04 0.07 0.04
H 4.0153 2.1491 -4.1709 0.04 0.02 0.04
H 4.2893 0.4502 -4.2284 -0.05 -0.01 -0.09
H 0.4439 4.7724 1.5318 0.05 0.00 -0.02
H -1.1301 4.2300 3.3506 -0.01 0.02 -0.03
H -2.0211 1.8998 3.5088 -0.01 -0.05 -0.03
H -1.2201 0.2106 1.8976 0.05 0.01 0.01
C 3.5726 -1.2036 5.5055 0.16 -0.17 -0.23
Si 3.8477 -2.3426 4.0360 0.16 0.02 0.22
C 4.0933 -4.1370 4.5376 -0.15 0.29 -0.07
C 5.2341 -1.7374 2.9192 -0.37 -0.06 0.14
C 2.1614 -2.2812 3.0806 0.21 0.03 -0.04
C 1.1354 -3.1463 3.4810 0.05 0.01 -0.02
C -0.0971 -3.1863 2.8380 -0.05 0.09 -0.07
C -0.3168 -2.3329 1.7824 -0.12 -0.15 0.07
N 0.6300 -1.4553 1.4031 -0.02 0.12 -0.35
C 1.8296 -1.4402 2.0307 -0.30 0.13 0.05
S 2.8171 -0.1935 1.2653 -0.24 0.28 -0.84
H 4.4235 -1.2649 6.1873 0.00 0.02 0.00
H 2.6788 -1.4638 6.0749 0.00 -0.05 -0.02
H 3.4830 -0.1634 5.1844 0.00 0.00 0.00
H 5.1390 -4.3053 4.8012 0.01 0.05 0.00
H 3.8458 -4.8333 3.7342 0.02 0.01 -0.02
H 3.5017 -4.4009 5.4163 -0.02 -0.01 -0.02
H 6.1968 -2.0417 3.3320 -0.01 -0.01 0.04
H 5.2277 -0.6495 2.8488 0.08 0.01 -0.03
H 5.1556 -2.1533 1.9129 0.06 -0.02 0.00
H 1.3087 -3.8115 4.3198 0.00 -0.03 -0.04
H -0.8771 -3.8679 3.1451 0.01 0.00 0.02
H -1.2477 -2.3149 1.2369 0.01 -0.05 0.00
N -3.2375 -5.0728 -5.3906 0.08 0.13 0.12
C -2.7083 -4.1508 -4.5837 -0.03 -0.03 -0.06
C -3.5450 -3.3451 -3.7678 -0.06 0.10 0.13
C -3.0095 -2.4089 -2.9319 -0.17 0.04 -0.04
C -1.6166 -2.2647 -2.8828 0.45 0.65 0.81
C -0.7594 -3.0321 -3.6862 0.06 -0.14 -0.19
C -1.3035 -3.9600 -4.5285 0.11 0.08 0.03
S -0.9137 -1.2219 -1.7187 -1.74 -1.24 -1.61
O -1.6387 -0.9767 -0.4800 -0.25 0.01 0.07
O 0.4029 -1.8644 -1.3008 0.32 -0.45 -0.29
N -0.2271 0.2525 -2.0687 -0.95 -0.01 -0.13
C -1.2544 1.2173 -2.1911 -0.81 0.91 -0.28
N -2.4422 0.7340 -2.5437 0.35 -0.08 0.07
C -3.4579 1.5900 -2.6166 0.06 -0.06 -0.08
C -3.2876 2.9385 -2.3543 0.05 0.06 -0.02
C -2.0123 3.3358 -2.0046 0.07 -0.01 -0.03
N -0.9831 2.4841 -1.9099 0.22 -0.24 -0.12
H -4.2308 -5.2265 -5.4220 -0.02 -0.03 -0.04
H -2.6568 -5.6468 -5.9776 -0.02 -0.04 -0.02
H -4.6174 -3.4837 -3.8052 0.00 0.00 -0.01
H -3.6312 -1.7852 -2.3038 -0.08 -0.08 -0.04
H 0.3132 -2.9007 -3.6321 -0.01 -0.05 -0.04
H -0.6596 -4.5643 -5.1533 0.00 -0.01 0.01
H -4.4187 1.1711 -2.8913 -0.01 0.06 -0.01
H -4.0997 3.6465 -2.4249 -0.03 -0.03 0.01
H -1.7885 4.3728 -1.7793 -0.06 0.00 -0.03


Record 4
23
Properties=species:S:1:pos:R:3:forces:R:3 method="wB97M-V/def2-TZVPD" homo_lumo_gap_ev=2.54 total_charge=-3
Na 0.4239 0.1705 0.2610 4.89 6.82 5.82
S 0.1504 -1.6070 1.7083 -2.35 -0.81 0.17
O -0.8232 -1.0472 0.7561 -1.03 -6.52 5.55
O 0.5920 -2.9124 1.2754 1.65 -2.81 -1.54
O 1.2741 -0.6719 1.7445 2.75 -0.38 2.99
O -0.4344 -1.7896 3.0082 -1.10 0.12 3.32
S -1.8637 -0.0818 -1.1968 -3.85 -1.01 -1.62
O -0.4136 -0.2867 -1.0502 -8.99 -8.53 -8.43
O -2.4616 -1.2635 -1.7009 -1.44 -3.20 -1.30
O -2.4345 0.3231 0.0742 -5.36 -1.32 -0.87
O -2.1573 1.0411 -2.0616 -0.17 1.68 -2.22
O 1.6065 -0.7731 -0.7208 5.20 -3.11 -3.58
H 1.1605 -1.5478 -1.0632 -0.46 -0.22 -0.03
H 2.4368 -1.1054 -0.3796 0.09 -0.45 0.57
O 0.2693 1.4136 -1.7441 5.41 9.40 -3.86
H -0.3484 2.1426 -1.8015 0.07 0.27 -0.20
H -0.2518 0.6832 -1.4107 0.87 0.85 -1.11
O 1.9848 1.3276 0.4457 2.83 3.07 0.30
H 2.5052 1.1381 1.2264 -0.27 -0.44 0.43
H 2.4521 0.8904 -0.2661 -0.18 0.14 -0.46
O -0.8575 1.2416 1.0813 3.12 6.69 5.43
H -1.4074 1.9839 1.3318 -0.10 -0.06 -0.18
H -1.4021 0.7309 0.4823 -1.58 -0.18 0.82


Record 5
7
Properties=species:S:1:pos:R:3:forces:R:3 method="wB97M-V/def2-TZVPD" homo_lumo_gap_ev=8.30 total_charge=0
C -0.0765 0.0246 -0.1470 2.33 -2.10 -0.99
N -1.2358 0.1605 -0.6093 -1.35 -0.85 -1.22
N 0.4676 0.5510 0.9581 -1.36 2.86 1.40
S 0.8556 -1.1682 -1.3491 -0.97 1.35 1.76
S -1.1677 -1.0428 -1.9149 -0.20 1.08 0.51
H -0.0386 1.2536 1.5488 0.08 -0.99 -1.50
H 1.1953 0.2213 1.5133 1.48 -1.35 0.03


Record 6
86
Properties=species:S:1:pos:R:3:forces:R:3 method="wB97M-V/def2-TZVPD" homo_lumo_gap_ev=5.03 total_charge=+2
K -3.4342 3.5105 -0.2746 0.82 0.39 -0.75
K 2.4356 3.4118 2.0220 0.51 -0.65 0.12
K -2.4524 0.0221 6.1261 0.45 -0.36 0.23
K -4.7092 1.8644 2.8425 -0.29 -0.18 0.25
N 1.6701 5.1497 0.3051 -5.16 1.00 0.49
S 0.0184 5.5351 0.0796 -0.91 1.41 3.61
O -0.8548 4.6246 -0.6123 0.26 -0.66 -0.01
O -0.3605 6.9063 0.0020 0.94 -0.41 -0.46
F -0.2932 5.2076 1.6201 -0.26 -0.44 0.40
S 1.9495 5.0219 -1.1978 7.28 -1.12 -5.14
O 2.2021 6.2881 -1.8454 -1.88 -1.22 0.14
O 1.5032 3.8214 -1.8661 -0.95 1.58 0.44
F 3.4968 4.5695 -0.9654 -0.09 -0.09 0.51
N -2.5173 1.4132 1.4059 3.16 1.66 3.68
S -1.1877 1.5815 2.5199 -0.56 2.24 3.06
O 0.1767 1.8236 2.2024 -0.88 -0.40 -1.36
O -1.3987 0.7738 3.6930 -0.75 -0.02 -0.37
F -1.6848 3.0152 3.0201 -0.42 0.04 -0.23
S -1.8905 0.1742 0.7240 -0.39 -5.63 -5.71
O -1.3463 -0.9450 1.4556 -0.17 1.97 0.45
O -1.2346 0.5172 -0.5046 -0.62 0.15 1.00
F -3.3454 -0.4178 0.3370 0.18 0.25 -0.32
C -3.0185 -2.5308 3.6087 -0.12 0.98 -0.06
O -2.9224 -2.2963 5.0093 -0.08 -0.06 0.01
C -2.9404 -3.4517 5.8510 -0.69 0.47 0.56
C -3.3523 -2.9619 7.2226 -0.11 -1.00 -0.28
O -2.3226 -2.2416 7.8752 -0.98 0.34 -0.30
C -2.7129 -2.0010 9.2178 0.28 -0.01 0.96
H -2.0868 -2.9372 3.2247 -0.17 -0.29 -0.20
H -3.1586 -1.5342 3.1787 0.37 -0.02 -0.10
H -3.9264 -3.0517 3.2966 0.23 -0.63 0.36
H -1.9845 -3.9738 5.8808 0.00 -0.05 -0.26
H -3.7796 -4.0898 5.5609 0.34 -0.33 -0.34
H -3.6602 -3.8127 7.8410 0.26 -0.12 -0.03
H -4.2975 -2.4234 7.0489 0.23 0.61 0.36
H -2.8676 -2.9178 9.7976 0.26 -0.21 -0.33
H -3.6667 -1.4722 9.3331 0.14 0.32 -0.40
H -1.8969 -1.4585 9.6920 -0.15 0.13 0.01
C 5.7742 2.1347 -4.7199 -0.47 -1.62 -0.56
O 4.7427 1.7343 -3.8175 0.22 0.83 0.34
C 3.5448 1.4008 -4.4943 -0.01 1.37 -0.10
C 2.3905 1.3647 -3.5102 0.33 -2.29 -0.43
O 2.0862 -0.0544 -3.4556 0.18 -0.03 0.59
C 1.2222 -0.4096 -2.4160 -0.36 -0.12 0.07
H 5.8832 1.2533 -5.3646 0.53 0.25 -0.36
H 6.7221 2.2961 -4.2183 -0.19 0.12 0.39
H 5.5247 2.9749 -5.3694 -0.25 0.24 0.29
H 3.6379 0.4477 -5.0143 -0.05 -0.13 0.00
H 3.3019 2.1795 -5.2276 0.30 0.00 -0.19
H 1.5058 1.8652 -3.9011 0.02 0.40 0.33
H 2.7191 1.6876 -2.5220 -0.29 0.42 -0.12
H 1.5801 -0.1515 -1.4160 0.13 0.59 -0.06
H 1.1106 -1.4939 -2.3496 -0.01 -0.04 -0.57
H 0.2414 0.0427 -2.5819 -0.12 0.00 0.23
C 4.5764 1.2118 -0.2607 -0.26 -0.28 -0.05
O 3.4421 1.2615 0.6241 0.14 0.07 -0.26
C 2.8627 -0.0094 0.8564 -0.47 0.09 0.30
C 3.3108 -0.4977 2.2021 0.82 -0.20 0.63
O 3.1247 0.5276 3.1821 -0.11 -0.25 -0.22
C 3.9449 0.2690 4.3174 -0.29 -0.05 -0.49
H 5.2821 0.4183 -0.0011 -0.08 -0.01 0.31
H 5.0920 2.1647 -0.1961 -0.12 0.09 -0.17
H 4.2226 1.0039 -1.2688 0.19 0.25 -0.16
H 3.1144 -0.7205 0.0686 0.15 -0.06 0.04
H 1.7718 0.0707 0.8582 0.00 0.30 -0.10
H 4.3771 -0.7547 2.1564 0.09 0.19 -0.03
H 2.8279 -1.4167 2.5500 -0.33 0.00 -0.27
H 3.6606 1.0154 5.0560 0.31 -0.11 0.17
H 4.9967 0.3315 4.0214 0.02 0.20 0.26
H 3.7728 -0.7467 4.6900 -0.09 0.11 0.18
C -2.5837 -0.9591 -3.5922 0.00 -0.02 0.60
O -2.5915 -1.9623 -4.5583 0.84 -0.29 -0.08
C -3.5109 -1.7888 -5.6133 -0.70 -0.27 0.62
C -3.2405 -2.7191 -6.7497 0.73 -0.67 -0.32
O -3.4309 -4.0694 -6.3604 -0.52 0.54 -0.01
C -3.3948 -4.9695 -7.4512 1.09 -0.16 0.38
H -2.5037 0.0285 -4.0525 -0.31 0.21 0.09
H -1.7471 -1.0502 -2.8962 0.46 -0.36 -0.57
H -3.4152 -1.0554 -2.8809 -0.62 0.33 -0.42
H -3.5094 -0.7592 -5.9837 0.01 0.09 0.04
H -4.5067 -2.0613 -5.2376 -0.16 0.37 -0.02
H -2.2032 -2.6194 -7.0916 0.04 0.20 -0.05
H -3.8902 -2.4561 -7.5893 -0.17 0.06 0.00
H -3.0297 -5.8983 -7.0118 -0.43 -0.24 -0.22
H -2.6149 -4.6779 -8.1645 -0.16 0.13 -0.13
H -4.3438 -5.0975 -7.9729 -0.12 0.10 0.13


Record 7
13
Properties=species:S:1:pos:R:3:forces:R:3 method="wB97M-V/def2-TZVPD" smiles=Fc1cccc2o[nH]c12 homo_lumo_gap_ev=9.71 total_charge=0
C 0.9456 0.5185 -0.0841 2.10 2.33 -2.43
C 0.2686 -0.1482 -1.0994 -0.14 -0.19 2.95
C 0.5047 0.7287 1.2212 -1.04 -2.55 0.71
C -1.2312 -0.9328 0.6383 0.60 2.85 4.79
C -0.7991 -0.8459 -0.6324 -2.34 -1.74 0.34
C -0.4642 -0.0972 1.7499 -3.38 -2.38 -2.88
N -2.3607 -1.7951 0.2853 2.09 -0.56 -0.01
O -1.8566 -1.7095 -1.0852 1.22 0.71 -1.01
F -0.8055 -0.0882 3.0816 0.32 0.03 -1.90
H 1.8892 1.0692 -0.4651 -1.65 -0.76 1.00
H 0.5189 -0.2276 -2.0747 1.32 0.16 -2.84
H 0.9229 1.2912 1.9966 1.37 1.20 0.45
H -3.2896 -1.4495 0.1384 -0.46 0.90 0.81


Record 8
13
Properties=species:S:1:pos:R:3:forces:R:3 method="wB97M-V/def2-TZVPD" smiles="CC#CC(=O)NC=S" homo_lumo_gap_ev=7.96 total_charge=0
C -4.3587 -0.2640 -0.0890 -1.68 0.09 1.68
C -2.8833 -0.0185 0.2722 -2.14 -0.65 -1.70
C -1.7047 0.2186 0.2382 1.56 -0.12 0.20
C -0.2444 0.4292 -0.0026 1.02 2.18 -2.24
C 1.8416 -0.9409 -0.1100 1.88 1.85 1.08
H -4.9708 -0.4360 0.8800 1.24 0.20 -1.19
H -4.8721 0.7418 -0.4304 1.32 -2.20 0.00
H -4.6755 -1.2549 -0.6929 1.41 2.63 0.90
H -0.1439 -1.7110 0.1118 2.38 2.78 -1.58
H 1.9823 -1.9617 0.0741 0.98 -1.58 -0.08
N 0.4866 -0.8382 -0.2877 -3.24 0.47 2.54
O 0.2588 1.5518 -0.2211 -1.57 -3.94 1.22
S 3.2063 0.0956 0.1242 -3.15 -1.72 -0.83


Energy above the lowest of the compared OMol25 structures with the same formula, charge and spin values (in kJ/mol) by entry order: 0.00 37.79 138.13 960.81 51.56 0.00 49.79 395.42.
E values (in a.u.) by entry order: -4221.83814 -289.00262 -3192.97774 -1865.83840 -945.14395 -6338.30832 -460.72932 -721.56903.